(A)
Here is a gas-phase ion, C4H13N3 (charge +1) from the Open Molecules 2025 dataset. Energies are from ωB97M-V/def2-TZVPD.

Geometry as XYZ:
```
20
Properties=species:S:1:pos:R:3:lowdin_spin:R:1
C -0.9353 0.0990 0.9476 0.05
N -0.2801 -0.6473 -0.1236 0.46
C 0.9745 -1.2287 0.0929 0.11
C 2.1336 -0.1008 0.1226 0.12
N 2.6108 0.2603 -1.1770 0.15
C -1.8761 1.1501 0.3162 0.00
N -2.8566 0.5533 -0.5642 0.01
H -0.1961 0.5659 1.5974 0.02
H -1.5843 -0.5866 1.4508 0.02
H -0.2618 -0.0656 -0.9704 0.01
H 1.2585 -2.0150 -0.5968 0.01
H 0.9985 -1.7072 1.0817 0.01
H 1.7059 0.7493 0.6399 0.00
H 2.9798 -0.5055 0.6657 0.01
H 1.8901 0.2133 -1.8920 0.01
H 3.3399 -0.3768 -1.4785 0.00
H -1.1996 1.8066 -0.2519 0.00
H -2.3012 1.7596 1.1033 0.00
H -2.5968 -0.4106 -0.7457 0.00
H -3.8037 0.4868 -0.2178 0.00
```

## Properties
Total charge: +1
2S+1: 2

***

(B)
Here is a gas-phase ion, C4H13N3 (charge +1) from the Open Molecules 2025 dataset. Energies are from ωB97M-V/def2-TZVPD.

Geometry as XYZ:
```
20
Properties=species:S:1:pos:R:3:lowdin_spin:R:1
C 1.2813 -0.2191 1.1695 0.04
C 0.6810 0.0149 -0.2160 0.09
C -0.7646 -0.2595 -0.4016 0.14
C -1.7471 0.6595 -0.0260 0.25
N -2.9945 0.5820 -0.6821 0.09
N -0.7881 -1.3001 -1.5038 0.10
N 2.5670 0.4677 1.4837 0.03
H 0.4894 0.2548 1.7741 0.00
H 1.4756 -1.3194 1.3897 0.01
H 0.9017 1.0278 -0.5544 0.03
H 1.4463 -0.3999 -0.9107 0.02
H -1.6197 1.4884 0.6891 0.03
H -3.9085 1.0655 -0.3965 0.00
H -3.1315 0.1437 -1.5451 0.01
H -0.1293 -2.0489 -1.3441 0.03
H -0.4941 -0.6545 -2.3436 0.10
H -1.7342 -1.6005 -1.4913 0.02
H 2.4862 1.4180 1.1336 0.01
H 2.6424 0.6522 2.6337 0.01
H 3.3407 0.0273 1.1419 0.01
```

## Properties
Total charge: +1
2S+1: 2

***

(C)
Here is a gas-phase ion, C4H13N3 (charge +1) from the Open Molecules 2025 dataset. Energies are from ωB97M-V/def2-TZVPD.

Geometry as XYZ:
```
20
Properties=species:S:1:pos:R:3:lowdin_spin:R:1
C -0.2379 -0.6216 0.1173 0.06
C 0.9193 0.4182 -0.1319 0.02
C 2.2399 -0.3984 -0.5410 0.00
N 3.4115 0.3490 -1.2251 0.01
N -1.6463 -0.4025 -0.4375 0.68
C -2.7882 -0.0996 0.4263 0.05
N -2.5872 0.5777 1.6534 0.09
H -0.3348 -0.9171 1.1498 0.00
H 0.0102 -1.7298 -0.2001 0.04
H 1.1960 0.9474 0.7364 0.00
H 0.8300 1.1268 -0.9645 0.00
H 1.9330 -1.3309 -1.1029 0.00
H 2.6982 -0.9325 0.3179 0.00
H 3.6743 1.2071 -0.6766 0.00
H 3.1326 0.5411 -2.1663 0.00
H -1.5646 0.1773 -1.2389 0.02
H -3.6188 0.3941 -0.2042 0.00
H -3.1987 -1.1127 0.7362 0.02
H -1.7274 0.2137 2.0804 0.00
H -2.3413 1.5927 1.6714 0.00
```

## Properties
Total charge: +1
2S+1: 2

***

(D)
Here is a gas-phase ion, C4H13N3 (charge +1) from the Open Molecules 2025 dataset. Energies are from ωB97M-V/def2-TZVPD.

Geometry as XYZ:
```
20
Properties=species:S:1:pos:R:3:lowdin_spin:R:1
C 0.0094 0.3326 -0.7441 0.04
C -0.3649 -0.9200 0.1215 0.01
C 0.0150 -2.1578 -0.7309 0.00
N 0.0508 -3.3972 0.0541 0.01
N 1.0095 1.1520 0.0249 0.63
C 0.5049 2.5447 -0.0179 0.01
N -0.5570 2.7716 0.9750 0.23
H -0.9289 0.8502 -0.8315 0.01
H 0.5531 0.0092 -1.6318 0.02
H -1.4283 -0.8628 0.4065 0.00
H 0.2594 -0.8421 1.0097 0.00
H 1.0053 -2.0934 -1.1805 0.00
H -0.8290 -2.2283 -1.4607 0.00
H -0.8040 -3.5311 0.5718 0.00
H 0.7447 -3.2288 0.7753 0.00
H 1.3092 0.7327 0.9149 0.02
H 1.2873 3.2811 0.2421 0.00
H 0.1945 2.7763 -1.0461 0.00
H -1.5088 2.5635 0.6944 0.01
H -0.5223 2.2474 1.8531 0.00
```

## Properties
Total charge: +1
2S+1: 2

***

Ordering by calculated energy gives the sequence (A), (D), (C), (B), with the first entry being the most stable.

***

(A)
Here is C2H2O2S in the gas phase from the Open Molecules 2025 dataset. Energies are from ωB97M-V/def2-TZVPD.

Geometry as XYZ:
```
7
Properties=species:S:1:pos:R:3:lowdin_spin:R:1
C -0.1128 -0.0753 0.1121 0.59
C 1.2685 -0.0415 0.0932 0.08
O -3.0129 0.3561 -0.3412 0.46
O 0.4292 1.0806 0.0299 0.21
S -2.1252 -0.7818 -0.1290 0.65
H 1.7157 -0.2664 1.1031 0.01
H 1.8374 -0.2718 -0.8682 0.01
```

## Properties
2S+1: 3

***

(B)
Here is a molecular structure, C2H2O2S from the Open Molecules 2025 dataset. Energies are from ωB97M-V/def2-TZVPD.

Geometry as XYZ:
```
7
Properties=species:S:1:pos:R:3:lowdin_spin:R:1
C 1.0700 0.0481 0.0334 0.62
C -0.8397 -0.0462 0.0323 0.01
O 0.1311 1.0200 0.1381 0.19
O 0.0650 -1.0550 0.1113 0.14
S 2.6310 0.0424 0.0395 1.01
H -1.8473 -0.0718 0.6319 0.01
H -1.2101 0.0624 -0.9863 0.01
```

## Properties
2S+1: 3

***

Ordering by calculated energy gives the sequence (B), (A), with the first entry being the most stable.

***

(A)
Here is CH4N4S in the gas phase from the Open Molecules 2025 dataset. Energies are from ωB97M-V/def2-TZVPD.

Geometry as XYZ:
```
10
Properties=species:S:1:pos:R:3:lowdin_charge:R:1
C -0.1758 1.1388 -0.1045 -0.34
N 1.0625 -0.9465 -0.3265 -0.09
N 1.8526 -0.2948 -0.9588 -0.36
N 0.0850 -0.2375 0.3335 -0.33
N -1.0343 -0.9707 0.6905 0.06
S 1.4536 1.3892 -1.1401 0.80
H -1.1913 1.2727 -0.4292 0.07
H 0.0735 1.7400 0.7917 0.06
H -0.6221 -1.6794 1.2211 0.06
H -1.5036 -1.4119 -0.0777 0.08
```

## Properties
SMILES string: NN1CSN=N1

***

(B)
Here is CH4N4S in the gas phase from the Open Molecules 2025 dataset. Energies are from ωB97M-V/def2-TZVPD.

Geometry as XYZ:
```
10
Properties=species:S:1:pos:R:3:lowdin_charge:R:1
C -0.9121 0.2730 0.3544 -0.14
N 0.7563 -1.3267 -0.2106 0.01
N -0.5171 -1.2152 -0.1349 -0.11
N 0.2978 1.0408 0.1133 -0.07
N 1.3335 0.1282 0.0505 -0.75
S 2.8827 0.3396 0.3617 0.55
H -1.7164 0.7983 -0.1891 0.10
H -1.3474 0.1424 1.4484 0.14
H -1.0745 -1.6274 -0.9465 0.14
H 0.2971 1.4471 -0.8473 0.13
```

## Properties
SMILES string: [S-][N+]1=NNCN1

***

Ordering by calculated energy gives the sequence (A), (B), with the first entry being the most stable.

***

(A)
Here is a molecular structure, C12H14ClN5O13SV from the Open Molecules 2025 dataset. Energies are from ωB97M-V/def2-TZVPD.

Geometry as XYZ:
```
47
Properties=species:S:1:pos:R:3:lowdin_spin:R:1
V -0.4350 0.1576 -0.3856 2.12
C -2.1116 3.3712 0.9112 0.00
C -1.7949 2.2057 1.7696 0.01
N -1.2415 1.0849 1.3631 0.00
C -1.0819 0.2815 2.4598 0.00
C -1.5569 0.9229 3.5638 0.00
N -2.0130 2.1376 3.1007 0.00
C -1.6743 0.5756 4.9952 0.00
O -1.2043 -0.5966 5.3559 0.00
O -2.1840 1.3620 5.7712 0.00
C -0.4001 -1.0350 2.2696 0.01
O -0.2820 -1.7925 3.2509 0.01
O 0.0041 -1.2418 1.0927 0.02
H -2.1805 3.0353 -0.1230 0.00
H -1.3086 4.1055 0.9857 0.00
H -3.0559 3.8278 1.2114 0.00
H -2.4034 2.8478 3.6963 0.00
H -0.7987 -1.1076 4.5593 0.00
O -1.3426 1.3980 -1.6693 0.02
S -2.4669 0.3862 -2.0080 0.01
O -3.7586 1.0123 -1.8381 0.00
O -2.1940 -0.6115 -0.8580 0.02
O -2.2384 -0.2290 -3.2909 0.00
O 1.0711 3.2790 1.2451 0.00
Cl 1.9451 2.1600 0.9934 0.00
O 3.2561 2.6044 0.6393 0.00
O 1.9816 1.2952 2.1417 0.00
O 1.4114 1.3954 -0.1627 0.02
N 3.0974 -1.9829 -6.0580 0.02
C 2.5208 -2.7723 -5.0596 0.07
O 2.5871 -3.9978 -5.1605 0.09
C 1.8905 -2.0732 -3.9553 0.18
C 1.9327 -0.6681 -3.7744 0.03
C 1.2690 -0.0774 -2.7422 0.09
N 0.5550 -0.7854 -1.8127 0.12
C 0.5045 -2.1451 -1.9860 0.10
C 1.1440 -2.7949 -2.9963 0.03
H 3.2798 -2.5105 -6.8958 0.00
H 2.6985 -1.0711 -6.2067 0.00
H 2.4961 -0.0243 -4.4383 0.00
H 1.2850 0.9940 -2.6046 0.01
H -0.0933 -2.6760 -1.2573 0.01
H 1.0667 -3.8695 -3.0844 0.00
N 3.0994 -1.8882 0.6549 0.00
H 3.2054 -1.0215 1.1757 0.00
H 2.9300 -1.5924 -0.3026 0.00
H 2.2007 -2.2447 0.9653 0.00
```

## Properties
Total charge: -2
2S+1: 4

***

(B)
Here is a molecular structure, C12H14ClN5O13SV from the Open Molecules 2025 dataset. Energies are from ωB97M-V/def2-TZVPD.

Geometry as XYZ:
```
47
Properties=species:S:1:pos:R:3:lowdin_spin:R:1
V 0.0404 0.4434 -0.0279 2.55
C -0.2710 3.9765 -1.7090 0.00
C -0.3569 2.7027 -2.4616 0.01
N -0.1975 1.4887 -1.9690 0.00
C -0.3945 0.6086 -2.9904 0.00
C -0.6537 1.2857 -4.1472 0.00
N -0.6231 2.6115 -3.7847 0.00
C -0.9215 0.8759 -5.5380 0.00
O -0.9230 -0.4187 -5.7839 0.00
O -1.1130 1.7188 -6.3990 0.00
C -0.3387 -0.8475 -2.6798 0.01
O -0.5242 -1.6627 -3.6142 0.01
O -0.1148 -1.1267 -1.4740 0.02
H 0.6673 4.0014 -1.1522 0.00
H -1.0918 4.0192 -0.9929 0.00
H -0.3256 4.8272 -2.3905 0.00
H -0.7767 3.3662 -4.4312 0.00
H -0.7360 -0.9817 -4.9329 0.00
O 2.5100 3.1999 -0.1291 0.00
S 2.0203 2.1129 0.7051 0.01
O 2.7000 2.0171 1.9865 0.00
O 0.5068 2.2056 0.8833 0.03
O 2.0990 0.7746 -0.0301 0.03
O -2.8965 1.5434 1.8315 0.00
Cl -3.1036 1.4178 0.4186 0.00
O -4.4227 0.9110 0.1396 0.00
O -2.8999 2.6773 -0.2422 0.00
O -2.1484 0.4313 -0.1231 0.03
N 1.0925 -3.5234 5.7375 0.01
C 0.0602 -3.6131 4.8158 0.02
O -0.8028 -4.4612 4.9445 0.03
C 0.1227 -2.6800 3.6669 0.08
C 1.2223 -1.8673 3.3929 0.00
C 1.1868 -0.9945 2.3310 0.07
N 0.1016 -0.8612 1.5321 0.03
C -0.9580 -1.6729 1.7820 0.07
C -0.9762 -2.5757 2.8169 0.00
H 0.8851 -4.0044 6.5986 0.00
H 1.5291 -2.6229 5.8511 0.00
H 2.1319 -1.9156 3.9764 0.00
H 2.0178 -0.3369 2.1016 0.00
H -1.8050 -1.5553 1.1211 0.00
H -1.8476 -3.1912 2.9894 0.00
N 2.8403 -2.2336 -0.5645 0.00
H 2.6475 -2.2793 -1.5604 0.00
H 2.8641 -1.2344 -0.3565 0.00
H 1.9769 -2.5566 -0.1383 0.00
```

## Properties
Total charge: -2
2S+1: 4

***

Ordering by calculated energy gives the sequence (B), (A), with the first entry being the most stable.

***

(A)
Here is 2 unconnected molecules or ions with the total composition C4H12S from the Open Molecules 2025 dataset. Energies are from ωB97M-V/def2-TZVPD.

Geometry as XYZ:
```
17
Properties=species:S:1:pos:R:3:lowdin_spin:R:1
C 1.8033 0.0181 -0.0186 0.01
C 2.5988 -0.7979 0.9988 0.00
H 1.1019 -0.6940 -0.4516 0.00
H 1.3316 0.9018 0.4208 0.01
H 2.4787 0.4005 -0.7749 0.00
H 3.3135 -1.4564 0.4967 0.00
H 2.0062 -1.5508 1.5235 0.00
H 3.2156 -0.2308 1.6720 0.00
C -1.8571 0.2147 -1.2701 0.00
C -2.3619 0.8888 -0.0280 0.09
S -1.6664 0.2041 1.5103 0.81
H -0.7888 0.3208 -1.4114 0.00
H -2.1829 -0.7914 -1.5181 0.00
H -2.3249 0.7487 -2.1141 0.00
H -3.4433 0.7767 0.0909 0.03
H -2.0757 1.9438 -0.0469 0.02
H -1.1489 -0.8966 0.9207 0.03
```

## Properties
Total charge: +1
2S+1: 2

***

(B)
Here is 2 unconnected molecules or ions with the total composition C4H12S from the Open Molecules 2025 dataset. Energies are from ωB97M-V/def2-TZVPD.

Geometry as XYZ:
```
17
Properties=species:S:1:pos:R:3:lowdin_spin:R:1
C -1.7264 -1.4846 0.4619 0.08
C 0.7325 -2.3036 -0.5354 0.08
S -0.0432 -0.8967 0.2705 0.74
H -2.3664 -0.6204 0.3357 0.01
H -1.9710 -2.3039 -0.2095 0.00
H -1.7528 -1.9508 1.4551 0.03
H 1.3837 -2.8159 0.1874 0.03
H 1.4313 -1.9320 -1.2908 0.02
H -0.0448 -2.9285 -0.9554 0.00
C -0.1851 2.5704 -0.0414 0.01
C 1.2771 2.7927 -0.3926 0.00
H -0.6481 1.8441 -0.6957 0.01
H -0.3171 2.3016 1.0113 0.00
H -0.7448 3.5000 -0.1842 0.00
H 1.8486 1.8551 -0.4858 0.00
H 1.8280 3.4005 0.3273 0.00
H 1.4093 3.2846 -1.3587 0.00
```

## Properties
Total charge: +1
2S+1: 2

***

Ordering by calculated energy gives the sequence (B), (A), with the first entry being the most stable.

***

(A)
Here is 2 unconnected molecules or ions with the total composition ClH3NOP from the Open Molecules 2025 dataset. Energies are from ωB97M-V/def2-TZVPD.

Geometry as XYZ:
```
7
Properties=species:S:1:pos:R:3:lowdin_charge:R:1
N -0.8916 1.0080 0.3685 -0.17
O -0.2181 -1.3724 -0.4723 -0.36
P -0.0545 -0.3570 0.7592 0.85
Cl 2.7128 0.1786 -0.3729 -0.51
H -0.3441 1.8381 0.5653 0.06
H -1.4940 0.9356 -0.4071 0.04
H 0.2894 -2.2308 -0.4406 0.10
```

***

(B)
Here is 2 unconnected molecules or ions with the total composition ClH3NOP from the Open Molecules 2025 dataset. Energies are from ωB97M-V/def2-TZVPD.

Geometry as XYZ:
```
7
Properties=species:S:1:pos:R:3:lowdin_charge:R:1
N 0.0457 0.7383 0.4242 -0.08
O -0.4901 -2.1827 -0.3967 -0.44
P -0.2298 -0.9667 -1.5220 0.53
Cl -2.1131 -0.8680 -2.2764 0.16
H 0.9063 0.3342 0.2500 -0.16
H 0.0597 1.7363 0.1162 -0.03
H 0.1861 -2.4429 0.2112 0.03
```

***

Ordering by calculated energy gives the sequence (A), (B), with the first entry being the most stable.